{"formula": "C26H46ClN7O6P", "method": "ωB97M-V/def2-TZVPD", "symbols": ["Cl", "P", "O", "O", "O", "O", "O", "O", "N", "N", "N", "N", "N", "N", "N", "C", "C", "C", "C", "C", "C", "C", "C", "C", "C", "C", "C", "C", "C", "C", "C", "C", "C", "C", "C", "C", "C", "C", "C", "C", "C", "H", "H", "H", "H", "H", "H", "H", "H", "H", "H", "H", "H", "H", "H", "H", "H", "H", "H", "H", "H", "H", "H", "H", "H", "H", "H", "H", "H", "H", "H", "H", "H", "H", "H", "H", "H", "H", "H", "H", "H", "H", "H", "H", "H", "H", "H"], "positions_angstrom": [[4.156872, 2.552452, -1.573238], [2.469894, -5.053246, 0.446615], [-0.270960, -0.512635, -3.361996], [1.115321, -5.357928, -0.057914], [3.711510, -2.148832, 1.504411], [2.042865, -1.911568, 2.881751], [-2.656646, -0.292962, -0.524309], [1.856368, -1.052243, -3.758098], [2.573196, -1.336238, 2.055704], [-4.451324, 5.078110, 1.006745], [2.826028, -3.321126, -1.605718], [-1.342023, 2.634044, 0.069050], [-0.049390, 2.744712, 6.103303], [3.467522, -2.318279, 0.182406], [2.877862, -5.710119, -2.675227], [3.218128, -2.044211, -1.938476], [0.543047, 6.302182, 5.160539], [3.636863, -1.384090, -0.837131], [-1.596334, 3.269194, 2.596738], [-1.459862, -0.101124, -1.250308], [4.160044, 0.023877, -0.684058], [-4.455737, 4.406969, 0.069899], [3.145292, -1.489778, -3.332714], [2.826619, -6.368744, -3.620034], [2.165111, 1.483776, -0.108191], [1.321135, -7.280746, -5.344048], [2.761435, -7.211121, -4.818297], [2.981194, -3.443877, -0.309043], [-1.451695, 2.916195, 1.180207], [-1.432203, -0.810556, -2.617708], [0.328144, 3.700110, 6.625190], [3.155496, 1.087700, -1.200294], [0.348454, -7.878434, -4.332233], [-5.862939, 3.465559, -1.724744], [0.191228, 6.165341, 6.637520], [0.868061, -1.082407, -2.765929], [-4.457861, 3.541064, -1.117002], [-1.864361, 2.015102, 3.433233], [-6.894983, 2.890470, -0.760930], [-3.144637, 1.292646, 3.023468], [0.810032, 4.921983, 7.286714], [0.156005, 5.464266, 4.578037], [3.424003, -6.790714, -5.575596], [-1.534233, -1.894261, -2.408485], [0.281887, -7.269144, -3.428396], [-6.611484, 1.886993, -0.436054], [-1.021223, 1.325801, 3.343895], [-4.011389, 1.950988, 3.112146], [2.385309, -4.879136, 1.848550], [1.309538, -7.883026, -6.252773], [-3.091928, 0.931772, 1.993187], [-7.009213, 3.517967, 0.124350], [5.078782, 0.088286, -1.270163], [0.539087, 7.051031, 7.171369], [-0.680016, 3.757544, 2.931514], [-4.110660, 2.547596, -0.826811], [-1.170348, 0.959874, -1.330614], [0.652236, -8.886399, -4.043812], [-6.182664, 4.461828, -2.037101], [2.726953, 2.047882, 0.644751], [-2.416270, 3.983302, 2.697098], [3.127337, -8.207479, -4.565500], [1.349807, 2.119901, -0.458173], [-0.894722, 6.132669, 6.744391], [-0.652342, -7.936319, -4.757902], [-3.311373, 0.425241, 3.663099], [1.731791, 0.615228, 0.403576], [0.981594, -6.279906, -5.618890], [4.320992, 0.220464, 0.377863], [-3.754162, 3.943542, -1.845994], [1.103468, -0.449727, -1.899436], [-5.825892, 2.844679, -2.621873], [3.362023, -6.076723, 0.067667], [0.542905, 4.874640, 8.342538], [-1.931998, 2.299584, 4.481079], [2.685520, 0.807700, -2.140581], [-0.641440, -0.567287, -0.661188], [1.898157, 4.953851, 7.214885], [-2.829954, -1.240384, -0.542979], [0.107689, 7.212332, 4.748624], [0.577238, -2.106626, -2.464035], [3.447835, -2.297312, -4.016997], [2.473422, -4.036125, -2.286407], [-7.871187, 2.827006, -1.242109], [3.870549, -0.686277, -3.497365], [1.624610, 6.349382, 5.017065], [-2.311248, -0.554588, -3.215970]], "forces_ev_per_a": [[-0.21, -0.20, -0.16], [-2.01, -0.59, 0.10], [0.22, -0.37, -0.01], [0.03, 0.21, -0.28], [1.28, -1.19, -0.44], [0.51, 0.23, -0.06], [-0.05, 0.25, -0.53], [0.20, -0.11, 0.56], [-1.81, 0.70, 0.57], [0.00, -0.32, -0.37], [-0.01, 1.70, -0.79], [0.06, 0.27, 0.49], [0.21, 0.46, 0.21], [0.31, 1.06, -0.16], [-0.10, -0.73, -0.86], [0.02, 0.68, -1.39], [-0.01, 0.04, 0.01], [0.07, 0.28, 0.72], [0.01, -0.25, 0.04], [1.37, -0.41, 0.01], [-0.75, -0.47, -0.29], [0.29, 0.10, 0.31], [0.03, -0.74, -0.65], [0.28, 0.05, 0.30], [0.04, 0.02, 0.14], [-0.38, -0.07, 0.10], [-0.26, 0.13, -0.06], [-0.22, -2.48, 0.87], [0.01, 0.24, -0.26], [-1.01, 0.01, 0.57], [0.04, -0.37, 0.00], [0.43, 0.41, 0.58], [0.04, 0.02, 0.00], [-0.27, -0.08, 0.06], [-0.02, 0.15, -0.24], [-1.36, 0.63, -0.42], [-0.30, 0.15, -0.05], [-0.35, -0.28, 0.03], [-0.03, 0.00, -0.03], [0.03, -0.01, -0.09], [-0.28, 0.04, -0.16], [0.03, -0.03, 0.03], [0.09, 0.03, 0.09], [0.28, 0.07, -0.28], [0.03, -0.03, 0.01], [-0.01, 0.01, 0.01], [0.07, 0.10, 0.06], [0.00, -0.01, -0.01], [0.99, 0.18, -0.24], [0.15, 0.05, -0.02], [-0.01, 0.05, -0.01], [0.06, -0.02, 0.01], [0.07, 0.08, 0.32], [0.01, -0.07, 0.09], [0.01, 0.04, -0.08], [0.06, 0.03, 0.06], [-0.76, -0.46, -0.02], [-0.03, 0.01, 0.01], [0.09, 0.00, -0.04], [-0.15, -0.09, -0.03], [-0.01, 0.01, -0.12], [0.04, 0.03, 0.09], [0.12, -0.11, -0.12], [0.02, -0.03, 0.10], [0.02, -0.03, 0.00], [-0.02, 0.03, 0.02], [0.00, 0.02, -0.28], [0.11, 0.00, -0.06], [0.41, 0.02, -0.17], [0.10, 0.00, 0.10], [0.44, -0.41, 0.04], [0.11, 0.04, -0.01], [0.59, 0.63, 0.37], [0.03, -0.09, 0.01], [0.14, 0.07, -0.03], [0.07, 0.03, 0.08], [-0.08, 0.21, -0.03], [0.00, -0.06, -0.01], [-0.19, 0.02, 0.16], [0.03, 0.00, 0.00], [0.44, 0.03, 0.11], [-0.06, 0.14, 0.07], [0.50, 0.11, 1.02], [0.01, -0.03, 0.01], [-0.11, -0.01, 0.35], [-0.01, 0.00, -0.02], [0.26, 0.27, -0.04]], "lowdin_charge": [0.638, 0.765, -0.067, -0.432, -0.026, 0.192, -0.058, -0.046, 0.086, 0.149, 0.160, 0.180, 0.159, -0.036, 0.167, -0.152, -0.104, -0.087, -0.171, -0.269, -0.129, -0.238, -0.096, -0.129, -0.132, -0.251, -0.158, -0.289, -0.186, -0.193, -0.212, -0.693, -0.100, -0.261, -0.258, -0.267, -0.195, -0.271, -0.109, -0.099, -0.182, 0.051, 0.126, 0.126, 0.070, 0.075, 0.103, 0.080, 0.030, 0.115, 0.054, 0.071, 0.116, 0.110, 0.102, 0.101, 0.083, 0.082, 0.112, 0.080, 0.109, 0.131, 0.070, 0.114, 0.079, 0.073, 0.059, 0.113, 0.120, 0.117, 0.109, 0.107, 0.027, 0.119, 0.074, 0.078, 0.106, 0.121, 0.089, 0.077, 0.141, 0.140, 0.112, 0.073, 0.142, 0.079, 0.136], "total_charge": 1, "total_energy_ha": -2654.13705, "lumo_energy_ev": -4.45}

=====

{"formula": "C26H46FN4O2P2S", "method": "ωB97M-V/def2-TZVPD", "symbols": ["S", "P", "P", "F", "O", "O", "N", "N", "N", "N", "C", "C", "C", "C", "C", "C", "C", "C", "C", "C", "C", "C", "C", "C", "C", "C", "C", "C", "C", "C", "C", "C", "C", "C", "C", "C", "H", "H", "H", "H", "H", "H", "H", "H", "H", "H", "H", "H", "H", "H", "H", "H", "H", "H", "H", "H", "H", "H", "H", "H", "H", "H", "H", "H", "H", "H", "H", "H", "H", "H", "H", "H", "H", "H", "H", "H", "H", "H", "H", "H", "H", "H"], "positions_angstrom": [[0.904569, 1.100235, 1.247972], [-0.523735, 0.550582, -0.504978], [-1.060152, -1.424688, 0.580129], [1.366857, 2.440401, -1.174517], [-0.957226, -2.738821, -0.141739], [0.712015, -0.233455, -1.386029], [0.175827, 3.801407, 5.107614], [-2.158802, 0.724306, -5.087058], [2.112458, -1.488907, 4.163049], [-6.125115, -4.725531, 2.291494], [-5.021173, -2.603659, -1.513094], [-4.251258, 0.878734, -0.250318], [4.077250, -0.853005, 0.173602], [1.764083, -1.009209, -0.866889], [4.847901, 0.232526, 0.960280], [-3.924644, -2.871871, -2.317269], [-1.389401, 0.007147, -5.541841], [0.871247, 0.334412, 5.515359], [-0.384073, -0.882240, -6.101974], [-0.682630, 3.452058, -0.668769], [3.122265, -0.296810, -0.912574], [-0.034565, 2.238188, -1.289654], [-4.069262, -0.436425, -0.960733], [-2.940654, -0.720587, -1.741914], [6.346703, -0.109608, 1.015498], [-2.122875, 3.735947, -1.124937], [-5.074427, -1.389366, -0.846521], [-4.998721, -4.687261, 2.075911], [-1.765944, 0.196282, -1.941489], [-3.570134, -4.639614, 1.800059], [1.581913, -0.745577, 4.856457], [3.773978, -0.481840, -2.283211], [4.350797, 0.381681, 2.396756], [0.820501, 3.898895, 4.162479], [-2.918247, -1.934628, -2.427545], [1.600659, 4.024236, 2.939356], [1.417001, 3.164681, 2.288266], [5.111613, 0.863487, 3.016600], [4.165308, -0.605473, 2.819543], [-1.156060, -0.257842, -2.717178], [-0.780485, -1.404923, -6.970553], [4.830198, -1.472710, -0.318621], [-0.222187, -1.463058, 1.719295], [0.494102, -0.314369, -6.403095], [3.530779, -1.472925, 0.884480], [0.984370, 1.234727, 4.914458], [2.986625, 0.765714, -0.724302], [3.423955, 0.946940, 2.463106], [1.837833, -1.891634, -1.515494], [1.323220, 4.932699, 2.408102], [2.663439, 4.062086, 3.171544], [-3.306395, -5.336527, 1.007158], [-0.637233, 3.387199, 0.419390], [3.300086, 0.130163, -3.051163], [6.702425, -0.424069, 0.032387], [-5.934473, -1.166002, -0.226152], [-2.375948, 3.238400, -2.058757], [4.770287, 1.187278, 0.432713], [-2.131927, 1.139411, -2.353070], [-0.193520, 0.124514, 5.595859], [-2.325224, -1.215695, 1.200850], [6.509078, -0.938895, 1.706796], [-5.811565, -3.335325, -1.410172], [1.583895, -1.417640, 0.127756], [-4.243488, 1.699170, -0.968800], [-2.245756, 4.806474, -1.298658], [6.935584, 0.752206, 1.331585], [0.161735, 0.788933, 2.314659], [-3.265221, -3.646479, 1.470205], [-2.057247, -2.162455, -3.041151], [-3.504730, 1.051884, 0.519875], [-0.196592, 2.208001, -2.369994], [3.734232, -1.532833, -2.577923], [4.830771, -0.203151, -2.247390], [-2.998117, -4.901663, 2.688314], [-2.840092, 3.473850, -0.350565], [-0.081369, -1.617333, -5.357408], [-1.565546, 1.186591, 0.267358], [-5.229291, 0.892474, 0.231707], [-0.062132, 4.306075, -0.952572], [-3.850620, -3.820707, -2.832736], [1.262694, 0.534815, 6.510791]], "forces_ev_per_a": [[0.59, 0.13, 0.34], [-1.21, 0.24, -1.00], [0.73, -0.45, -0.25], [-0.01, 0.00, -0.03], [-0.29, -0.02, -0.01], [0.04, 0.06, 0.27], [0.01, -0.06, 0.14], [-0.16, 0.12, -0.12], [0.14, -0.40, 0.25], [-0.08, -0.03, 0.03], [0.17, -0.03, -0.01], [-0.38, -0.13, -0.07], [0.01, 0.46, -0.09], [0.31, -0.23, -0.42], [0.55, -0.20, 0.08], [-0.19, -0.10, 0.06], [0.08, 0.05, -0.01], [-0.10, 0.27, 0.24], [0.11, -0.17, 0.00], [-0.19, 0.33, -0.23], [0.28, -0.43, 0.31], [0.53, -0.22, 0.27], [0.13, 0.07, 0.11], [0.01, -0.17, -0.16], [-0.26, -0.05, -0.26], [0.15, 0.34, 0.20], [-0.24, -0.13, -0.03], [0.06, 0.03, -0.04], [0.02, -0.14, 0.20], [0.27, 0.07, -0.10], [-0.14, 0.19, -0.49], [0.13, 0.32, -0.01], [0.04, 0.08, -0.02], [-0.03, 0.10, -0.20], [0.09, -0.12, 0.07], [0.16, 0.12, 0.03], [-0.06, -0.01, -0.01], [-0.02, 0.14, 0.02], [-0.01, 0.00, 0.07], [0.05, 0.15, -0.07], [-0.03, 0.01, 0.00], [-0.13, -0.29, 0.04], [-0.19, 0.15, 0.24], [-0.01, 0.04, 0.02], [-0.01, -0.11, 0.00], [0.00, 0.04, 0.03], [-0.24, 0.03, 0.00], [-0.08, -0.04, -0.03], [-0.09, -0.08, 0.04], [-0.05, 0.03, 0.03], [0.02, 0.01, 0.06], [-0.07, -0.01, -0.03], [0.05, -0.14, 0.04], [-0.14, -0.08, -0.06], [0.10, 0.05, -0.02], [-0.03, 0.02, 0.03], [-0.06, -0.11, 0.01], [-0.17, 0.03, -0.02], [0.06, 0.12, 0.20], [0.02, -0.12, -0.03], [-0.01, 0.16, 0.04], [0.11, -0.01, 0.05], [-0.08, 0.03, 0.07], [-0.29, 0.34, 0.17], [0.21, 0.09, 0.06], [-0.03, 0.04, -0.02], [0.05, -0.04, 0.15], [-0.27, -0.12, -0.03], [-0.06, 0.01, -0.04], [0.10, 0.00, 0.01], [0.09, 0.09, -0.09], [-0.20, -0.08, 0.01], [-0.03, -0.02, -0.05], [0.01, 0.11, -0.03], [-0.06, 0.01, 0.05], [-0.10, -0.25, -0.13], [-0.02, 0.02, 0.04], [0.24, -0.06, 0.17], [-0.04, 0.01, 0.04], [0.10, -0.02, 0.00], [0.03, 0.00, -0.08], [0.04, -0.05, -0.01]], "lowdin_charge": [0.516, 0.395, 0.605, -0.137, -0.511, -0.377, 0.118, 0.158, 0.149, 0.108, -0.104, -0.055, -0.141, -0.300, -0.414, -0.097, -0.278, -0.074, -0.067, -0.259, -0.355, -0.436, -0.250, -0.256, -0.098, -0.102, -0.068, -0.293, -0.245, -0.068, -0.280, -0.072, -0.104, -0.291, -0.065, -0.092, -0.036, 0.069, 0.052, 0.052, 0.078, 0.098, -0.057, 0.081, 0.109, 0.043, 0.096, 0.018, 0.122, 0.082, 0.081, 0.086, 0.075, 0.074, 0.064, 0.101, 0.060, 0.128, 0.055, 0.086, -0.026, 0.078, 0.093, 0.066, 0.073, 0.062, 0.068, -0.201, 0.057, 0.105, 0.047, 0.114, 0.075, 0.069, 0.081, 0.055, 0.083, -0.027, 0.070, 0.104, 0.095, 0.079], "total_charge": -1, "total_energy_ha": -2568.56631, "lumo_energy_ev": 2.50}